Computed, not measured: C4H7NO2 in the gas phase, with the ωB97M-V functional and the def2-TZVPD basis.

CARTESIAN COORDINATES (ANGSTROEM)
1 O 0.416 -2.294 0.188
2 C 0.013 -1.157 0.139
3 C -1.398 -0.627 -0.374
4 N -1.310 0.819 -0.170
5 C 0.215 1.286 0.026
6 C 0.953 0.086 0.596
7 O 2.248 -0.135 0.077
8 H -1.583 -0.925 -1.427
9 H -2.174 -1.140 0.229
10 H -1.614 1.299 -1.006
11 H 0.095 2.132 0.702
12 H 0.739 1.622 -0.893
13 H 0.997 0.120 1.699
14 H 2.404 -1.086 0.212

As for the gap between HOMO and LUMO: 0.3783 Eh. For the total energy, the calculation gives -9845.4520 eV. The LUMO energy comes out at 0.9 eV. As for the charge: 0. The HOMO energy comes out at -9.43 eV.

=====

Computed, not measured: C4H7NO2 in the gas phase, with the ωB97M-V functional and the def2-TZVPD basis.

CARTESIAN COORDINATES (ANGSTROEM)
1 C -0.316 -1.758 1.217
2 O 0.666 -1.283 0.295
3 C 0.490 -0.074 -0.271
4 N 1.695 0.524 -0.521
5 C -0.724 0.477 -0.563
6 C -0.894 1.901 -0.750
7 O -1.957 2.448 -0.989
8 H 0.094 -1.662 2.228
9 H -1.238 -1.182 1.145
10 H -0.511 -2.808 0.991
11 H 1.778 1.059 -1.372
12 H 2.510 -0.011 -0.258
13 H -1.619 -0.136 -0.555
14 H 0.028 2.508 -0.595

As for the gap between HOMO and LUMO: 0.3425 Eh. For the total energy, the calculation gives -9845.5987 eV. The LUMO energy comes out at 0.7 eV. As for the charge: 0. The HOMO energy comes out at -8.65 eV.

=====

Computed, not measured: C4H7NO2 in the gas phase, with the ωB97M-V functional and the def2-TZVPD basis.

CARTESIAN COORDINATES (ANGSTROEM)
1 H 2.948 1.048 1.176
2 N 2.754 0.338 0.468
3 C 1.581 -0.104 0.623
4 C 0.965 -1.139 -0.288
5 O -0.457 -0.976 -0.216
6 C -0.872 0.259 -0.575
7 C -2.278 0.550 -0.128
8 O -0.160 1.051 -1.145
9 H 0.885 0.223 1.411
10 H 1.335 -1.031 -1.311
11 H 1.155 -2.154 0.069
12 H -2.273 1.533 0.352
13 H -2.648 -0.206 0.566
14 H -2.934 0.609 -1.001

As for the gap between HOMO and LUMO: 0.4107 Eh. For the total energy, the calculation gives -9846.1378 eV. The LUMO energy comes out at 0.9 eV. As for the charge: 0. The HOMO energy comes out at -10.28 eV.